[1]
98
Properties=species:S:1:pos:R:3:forces:R:3 method="wB97M-V/def2-TZVPD" e_lumo_ev=2.0 relative_energy_kcal_mol=24.8 e_homo_ev=-5.903 orbital_gap_ev=7.9 fmax_ev_per_a=2.52 total_charge=-1
Ba -0.110 0.032 -0.819 0.8 0.0 0.4
N -0.076 1.797 1.803 0.3 0.7 -1.4
C -1.024 1.933 2.849 1.0 -0.7 0.1
C -0.560 1.700 4.120 -0.9 0.3 1.3
C -1.392 1.856 5.234 0.3 -0.7 0.1
C -2.724 2.136 5.060 0.2 0.1 -1.7
C -3.178 2.279 3.733 -1.8 0.5 1.6
C -2.379 2.204 2.633 0.8 0.3 -1.0
P -2.822 2.515 0.882 -0.6 0.5 0.2
C -2.430 4.321 0.714 -0.2 -0.7 -1.1
C -2.306 5.228 1.735 0.2 1.5 0.3
C -1.928 6.562 1.460 0.3 -0.3 -0.9
C -1.654 6.967 0.132 -1.1 -1.3 0.7
C -1.887 6.066 -0.907 0.1 -0.6 0.8
C -2.253 4.747 -0.607 0.3 0.5 0.1
C -4.691 2.505 0.899 1.0 -0.8 -0.3
C -5.261 1.234 0.937 -0.8 0.2 0.4
C -6.647 1.087 0.834 0.7 -1.2 -0.2
C -7.460 2.174 0.643 -0.6 0.8 -0.4
C -6.881 3.436 0.564 -0.3 0.8 -0.2
C -5.510 3.596 0.667 0.1 0.0 0.5
H 0.236 2.720 1.451 -0.2 -0.7 0.1
H 0.752 1.225 2.020 -0.4 0.2 0.3
H 0.451 1.412 4.277 0.8 -0.1 0.0
H -1.015 1.660 6.231 0.2 0.1 0.0
H -3.422 2.274 5.854 -0.2 0.0 0.5
H -4.250 2.504 3.651 0.4 -0.1 -0.4
H -2.529 4.912 2.739 0.1 0.0 0.4
H -1.790 7.303 2.243 -0.1 -0.3 0.1
H -1.363 7.966 -0.106 0.3 0.5 0.1
H -1.695 6.359 -1.920 0.0 0.0 -0.4
H -2.357 4.004 -1.383 0.1 0.0 -0.4
H -4.669 0.348 1.119 0.2 0.0 -0.2
H -7.037 0.066 0.820 -0.1 0.4 0.2
H -8.538 2.066 0.493 0.4 0.0 0.2
H -7.479 4.348 0.400 0.1 -0.7 0.1
H -5.057 4.570 0.666 0.0 0.4 -0.2
C 7.436 -3.715 0.822 0.7 -0.1 -0.9
C 6.900 -3.170 2.106 -1.1 0.4 0.6
C 7.487 -3.842 3.336 0.2 -0.3 -0.6
C 7.160 -5.338 3.317 -0.5 0.2 0.0
C 5.663 -5.543 3.135 -1.0 -0.3 0.0
C 5.027 -6.737 3.526 1.3 0.8 -0.1
C 3.678 -6.938 3.349 -0.3 1.4 -0.6
F 3.191 -8.116 3.744 -0.5 -0.5 0.2
C 2.859 -5.947 2.816 1.1 -1.2 0.5
C 3.458 -4.753 2.426 -0.7 0.8 0.1
C 2.599 -3.651 1.895 0.5 -0.1 -0.8
O 1.436 -3.815 1.543 0.1 -0.2 0.7
C 3.296 -2.396 1.640 0.0 0.3 -0.7
C 4.646 -2.270 1.715 -1.0 -0.5 -0.4
N 5.406 -3.296 2.168 1.1 -1.0 0.5
C 4.830 -4.529 2.572 1.3 0.3 0.0
C 2.400 -1.368 0.966 0.3 0.1 0.6
O 2.257 -1.448 -0.274 -0.4 0.3 -0.3
O 1.855 -0.550 1.738 -0.5 0.5 -0.2
H 8.550 -3.651 0.794 -0.8 -0.1 0.0
H 7.041 -3.131 -0.015 0.1 -0.1 0.0
H 7.122 -4.746 0.656 0.1 0.0 0.0
H 7.106 -2.089 2.110 -0.1 -0.3 0.3
H 7.095 -3.370 4.210 -0.4 0.3 0.7
H 8.557 -3.659 3.343 0.3 -0.2 0.0
H 7.471 -5.813 4.252 0.1 0.0 -0.2
H 7.685 -5.811 2.480 0.1 -0.1 0.2
H 5.589 -7.525 4.017 0.1 0.0 -0.1
H 1.810 -6.142 2.722 -0.4 0.3 -0.2
H 5.211 -1.423 1.304 -0.4 -0.2 0.4
O -1.537 -1.252 -2.290 -0.6 -0.5 -0.5
C -1.722 -0.943 -3.631 -0.2 0.6 0.2
C -0.462 -0.284 -4.094 0.8 -0.5 -0.7
C -0.263 0.879 -4.748 0.9 0.6 -0.4
C 1.126 1.114 -5.088 -1.1 0.4 0.2
C 1.923 0.128 -4.647 0.6 -0.6 0.2
S 1.042 -1.154 -3.901 -0.3 0.4 0.2
C -2.830 0.086 -3.795 -1.2 0.1 0.1
C -3.518 0.497 -4.911 0.1 0.0 0.5
C -4.595 1.382 -4.617 0.4 0.4 -0.1
C -4.647 1.674 -3.296 0.1 -0.2 0.6
S -3.488 0.778 -2.331 -0.4 0.3 -1.6
C -2.097 -2.079 -4.593 0.4 0.3 -0.7
C -2.555 -3.301 -4.291 0.1 -0.6 -0.6
C -2.823 -4.122 -5.432 -0.2 0.3 0.1
C -2.629 -3.486 -6.610 0.5 0.3 0.5
S -2.027 -1.910 -6.341 0.4 0.3 0.3
H -1.019 1.612 -4.982 -0.2 -0.1 0.0
H 1.404 2.024 -5.596 0.4 0.0 0.1
H 3.002 0.051 -4.611 -0.1 0.2 -0.3
H -3.285 0.202 -5.922 0.0 -0.1 0.1
H -5.249 1.845 -5.369 0.4 -0.3 0.4
H -5.311 2.385 -2.856 -0.3 0.1 0.5
H -2.621 -3.588 -3.282 -0.2 -0.5 1.1
H -3.138 -5.135 -5.418 -0.3 -0.7 0.3
H -2.687 -3.886 -7.601 -0.1 -0.1 -0.3
O 1.964 5.991 -2.339 0.1 -1.5 0.1
Cl 1.642 4.643 -1.859 -0.8 -0.2 -0.2
O 2.750 3.703 -1.941 0.0 0.9 0.0
O 1.210 4.764 -0.472 0.1 -0.3 -0.3
O 0.556 4.054 -2.668 0.5 0.7 0.6

***

[2]
124
Properties=species:S:1:pos:R:3:forces:R:3 method="wB97M-V/def2-TZVPD" e_lumo_ev=-10.2 relative_energy_kcal_mol=0.0 e_homo_ev=-16.107 orbital_gap_ev=6.0 fmax_ev_per_a=0.30 total_charge=+3
Au -0.581 0.272 0.007 0.2 0.2 0.2
C -0.385 3.660 0.404 0.0 0.0 0.0
P 0.636 2.211 0.758 -0.1 -0.1 -0.1
C 2.085 2.155 -0.366 0.0 0.1 0.0
N 2.371 3.319 -0.894 0.0 0.0 0.0
C 3.417 3.390 -1.746 0.0 0.0 0.0
C 3.800 4.634 -2.300 0.0 0.0 0.0
C 4.822 4.671 -3.202 0.0 0.0 0.0
C 5.494 3.483 -3.594 0.0 0.0 0.0
C 5.152 2.272 -3.065 0.0 0.0 0.0
C 4.111 2.204 -2.112 0.0 0.0 0.0
N 3.802 1.020 -1.533 0.0 0.0 0.0
C 2.841 0.972 -0.641 0.0 0.0 0.0
P 2.579 -0.599 0.310 0.0 0.0 -0.1
C 2.484 -1.872 -1.011 0.0 0.0 0.0
C 4.282 -1.054 1.025 0.0 0.0 0.0
C 5.252 -1.552 -0.055 0.0 0.0 0.0
C 4.948 0.102 1.771 0.0 0.0 0.0
C 3.988 -2.187 2.017 0.0 0.0 0.0
C 1.235 2.632 2.499 0.0 0.0 -0.1
C 1.791 4.067 2.316 0.0 0.0 0.1
C 0.095 2.650 3.510 0.0 0.0 0.0
C 2.400 1.758 2.920 0.0 0.0 0.0
H 0.225 4.414 -0.095 0.0 0.0 0.0
H -0.742 4.048 1.354 0.0 0.0 0.0
H -1.241 3.430 -0.209 -0.1 0.0 0.0
H 3.278 5.528 -1.984 0.0 0.0 0.0
H 5.134 5.616 -3.627 0.0 0.0 0.0
H 6.298 3.549 -4.315 0.0 0.0 0.0
H 5.668 1.361 -3.337 0.0 0.0 0.0
H 3.139 -1.622 -1.846 0.0 0.0 0.0
H 1.468 -2.032 -1.356 0.0 0.0 0.0
H 2.816 -2.816 -0.580 0.0 0.0 0.0
H 5.398 -0.818 -0.844 0.0 0.0 0.0
H 4.944 -2.495 -0.501 0.0 0.0 0.0
H 6.218 -1.731 0.421 0.0 0.0 0.0
H 5.030 1.004 1.161 0.0 0.0 0.0
H 5.964 -0.200 2.030 0.0 0.0 0.0
H 4.442 0.337 2.705 0.0 0.0 0.0
H 3.489 -3.037 1.543 0.0 0.0 0.0
H 3.373 -1.842 2.853 0.0 0.0 0.0
H 4.928 -2.560 2.429 0.0 0.0 0.0
H 1.019 4.823 2.201 0.0 0.0 0.0
H 2.511 4.155 1.504 0.0 0.0 0.0
H 2.322 4.290 3.244 0.0 0.0 0.0
H -0.666 3.396 3.281 0.0 0.0 0.0
H 0.520 2.926 4.478 0.0 0.0 0.0
H -0.359 1.671 3.616 0.0 0.0 0.0
H 3.223 1.873 2.218 0.0 0.0 0.0
H 2.138 0.710 3.015 0.0 0.0 0.0
H 2.755 2.110 3.891 0.0 0.0 0.0
C -0.438 -2.747 4.029 0.0 0.0 0.0
C -0.235 -1.248 4.239 0.0 0.0 0.0
C 0.968 -1.010 5.145 0.0 0.0 0.0
C -1.490 -0.632 4.852 0.0 0.0 0.0
N 0.111 -0.534 2.968 0.0 0.0 0.0
N -0.942 -0.533 2.008 0.0 -0.1 0.0
H -0.620 -3.232 4.988 0.0 0.0 0.0
H 0.460 -3.197 3.598 0.0 0.0 0.0
H -1.299 -2.976 3.394 0.0 0.0 0.0
H 0.833 -1.534 6.091 0.0 0.0 0.0
H 1.096 0.051 5.358 0.0 0.0 0.0
H 1.887 -1.388 4.689 0.0 0.0 0.0
H -1.644 -1.046 5.848 0.0 0.0 0.0
H -2.395 -0.867 4.284 0.0 0.0 0.0
H -1.403 0.450 4.962 0.0 0.0 0.0
H 0.884 -1.015 2.506 0.0 0.0 0.0
H -1.712 0.007 2.398 0.0 0.0 0.0
H -1.274 -1.487 1.848 -0.1 0.0 0.0
Se 0.494 -4.586 0.932 0.0 0.0 0.0
N -0.516 -5.167 -0.374 0.0 0.0 0.0
C -1.138 -4.121 -0.888 0.0 0.0 0.0
C -2.078 -4.186 -1.951 0.0 0.0 0.0
C -2.641 -3.013 -2.342 0.0 0.0 0.0
C -2.263 -1.799 -1.720 -0.1 0.0 0.0
N -1.385 -1.669 -0.746 0.1 0.0 0.0
C -0.817 -2.850 -0.284 0.1 0.0 0.0
N 0.037 -2.884 0.713 0.0 0.0 0.0
H -2.323 -5.140 -2.400 0.0 0.0 0.0
H -3.379 -2.970 -3.130 0.0 0.0 0.0
H -2.747 -0.899 -2.063 0.0 0.0 0.0
F -0.957 7.697 -4.320 0.0 0.0 0.0
C 0.127 6.996 -4.000 0.0 0.0 0.0
F 0.759 7.632 -3.000 0.0 0.0 0.0
F 0.948 6.972 -5.053 0.0 0.0 0.0
C -0.229 5.592 -3.553 0.0 0.0 0.0
C -1.458 5.347 -2.955 0.0 0.0 0.0
C -1.751 4.078 -2.489 0.0 0.0 0.0
C -0.805 3.056 -2.614 0.1 0.0 0.1
C 0.414 3.306 -3.245 0.0 0.0 0.0
C 0.699 4.574 -3.716 0.0 0.0 0.0
P -1.172 1.369 -2.098 0.0 0.0 0.0
C -2.976 1.334 -1.899 0.0 0.1 0.0
C -3.523 1.628 -0.648 0.0 0.0 0.0
C -4.897 1.690 -0.481 0.0 0.0 0.0
C -5.728 1.451 -1.565 0.0 0.0 0.0
C -5.197 1.164 -2.815 0.0 0.0 0.0
C -3.823 1.107 -2.985 0.0 0.0 0.0
C -7.232 1.546 -1.391 0.0 0.0 0.0
F -7.862 0.728 -2.235 0.0 0.0 0.0
F -7.585 1.221 -0.144 0.0 0.0 0.0
F -7.641 2.795 -1.630 0.0 0.0 0.0
C -0.600 0.428 -3.522 0.0 -0.1 0.0
C -1.007 0.802 -4.807 0.0 0.0 0.0
C -0.511 0.125 -5.909 0.0 0.0 0.0
C 0.412 -0.896 -5.733 0.0 0.0 0.0
C 0.855 -1.242 -4.464 0.0 0.0 0.0
C 0.345 -0.577 -3.364 0.0 0.0 0.0
C 0.991 -1.641 -6.919 0.0 0.0 0.0
F 0.456 -1.237 -8.067 0.0 0.0 0.0
F 2.316 -1.451 -6.975 0.0 0.0 0.0
F 0.772 -2.956 -6.786 0.0 0.0 0.0
H -2.187 6.141 -2.868 0.0 0.0 0.0
H -2.718 3.892 -2.041 0.0 0.0 0.0
H 1.134 2.509 -3.394 0.0 0.0 0.0
H 1.635 4.770 -4.221 0.0 0.0 0.0
H -2.882 1.833 0.204 0.0 0.0 0.0
H -5.324 1.919 0.486 0.0 0.0 0.0
H -5.856 0.980 -3.654 0.0 0.0 0.0
H -3.425 0.869 -3.962 0.0 0.0 0.0
H -1.681 1.635 -4.960 0.0 0.0 0.0
H -0.829 0.401 -6.905 0.0 0.0 0.0
H 1.600 -2.019 -4.342 0.0 0.0 0.0
H 0.705 -0.813 -2.377 0.0 0.0 0.0

***

[3]
12
Properties=species:S:1:pos:R:3:forces:R:3 method="wB97M-V/def2-TZVPD" e_lumo_ev="-8.1 / -14.8" spin_multiplicity=2 e_homo_ev="-18.558 / -17.540" orbital_gap_ev="10.4 / 2.8" fmax_ev_per_a=1.65 s2=0.755 total_charge=+2
Li -0.155 2.708 0.350 -0.1 -0.1 0.1
Li 1.256 0.959 -2.543 0.0 -0.3 0.0
Cl 0.188 0.525 -0.469 0.2 0.5 -0.2
O 0.067 -2.741 0.133 0.1 -0.6 -1.2
H -0.161 -1.829 0.314 -0.5 1.6 0.0
H 0.275 -3.111 0.991 0.4 -1.0 1.3
O 2.522 0.097 2.244 0.0 -0.4 -0.2
H 2.246 0.710 2.924 0.1 0.2 0.6
H 2.017 0.351 1.472 -0.1 0.1 -0.5
O -2.930 0.505 -2.022 0.1 -0.2 -0.1
H -2.015 0.523 -1.742 0.3 -0.1 0.1
H -3.310 1.302 -1.654 -0.5 0.3 0.0

***

[4]
18
Properties=species:S:1:pos:R:3:forces:R:3 method="wB97M-V/def2-TZVPD" e_lumo_ev=0.6 relative_energy_kcal_mol=120.8 e_homo_ev=-8.142 orbital_gap_ev=8.7 fmax_ev_per_a=5.70
H -2.474 -1.232 -1.760 1.5 -0.6 1.6
N -1.693 -1.644 -1.118 -2.1 -0.7 -5.3
C -1.610 -1.148 -0.016 -0.1 1.7 3.7
C -2.351 0.017 0.675 0.0 -0.2 -1.6
O -3.200 0.757 -0.217 1.2 1.1 -1.2
H -0.829 -1.571 0.607 0.3 -0.1 0.5
H -1.505 0.593 1.096 -0.9 0.1 0.3
H -3.099 -0.370 1.385 0.8 0.1 0.3
H -2.703 1.339 -0.882 -0.7 -1.4 1.7
N 3.106 -0.074 0.872 -0.7 0.4 4.7
N 2.713 -0.367 -0.394 -2.9 0.7 0.6
C 1.683 0.467 -0.935 0.5 -1.0 -1.2
C 0.973 1.021 -0.010 -0.9 2.3 1.2
O 0.532 1.702 0.844 -0.3 -0.5 -0.4
H 2.327 -0.259 1.619 1.7 -0.4 -2.1
H 3.356 0.897 1.201 -0.1 -0.7 -1.7
H 3.423 -0.579 -0.984 2.5 -0.6 -1.9
H 1.351 0.452 -1.984 0.4 -0.2 0.7

***

For the records above, the corresponding molar mass values read 1051.74, 1269.85, 103.38, 131.14 g mol⁻¹.